# 1
C5H7N3 | wB97M-V/def2-TZVPD

Calculated values
* E_HOMO: -9.80 eV
* energy relative to the best compared isomer or geometry (same formula, charge and spin): 6.2584 eV
* frontier orbital gap: 10.445 eV
* E_LUMO: 0.02362 hartree

Structure (XYZ):
```
15
C5H7N3 | the Open Molecules 2025 dataset | wB97M-V/def2-TZVPD
C -0.2014 -1.9759 -1.2751
C 0.2069 -0.5923 -0.4983
C 0.4436 -0.4964 1.1641
C -0.3894 2.7481 0.4918
C -0.4335 0.7636 -0.2766
H -0.4838 -1.3657 -2.3290
H 0.8862 -2.8452 -1.4486
H -1.1738 -2.5688 -0.7272
H 1.2942 -0.4143 -0.8979
H -0.0304 -1.3531 1.8819
H 1.2671 -0.3900 1.7327
H -0.4235 3.8243 0.3858
N -0.2944 0.6679 0.9737
N -0.2148 2.0062 1.5310
N -0.4530 1.9916 -0.7083
```

=====

# 2
C5H7N3O | wB97M-V/def2-TZVPD

Calculated values
* SMILES: CN1C=CN(C=O)N=C1
* E_HOMO: -7.27 eV
* energy relative to the best compared isomer or geometry (same formula, charge and spin): 1.8298 eV
* frontier orbital gap: 7.992 eV
* E_LUMO: 0.02660 hartree

Structure (XYZ):
```
16
C5H7N3O | the Open Molecules 2025 dataset | wB97M-V/def2-TZVPD
C 2.5281 -0.1103 -0.0140
N 1.0944 0.0201 -0.2229
C 0.3258 -1.1067 -0.0211
C -1.0029 -1.0102 0.0798
N -1.5749 0.2703 -0.0119
C -2.9807 0.4512 -0.0655
O -3.7728 -0.4436 -0.0854
N -0.8078 1.4169 0.1087
C 0.4473 1.2418 -0.0460
H 3.1401 0.7517 -0.3174
H 2.9188 -0.9738 -0.5510
H 2.7164 -0.3088 1.0768
H 0.8156 -2.0671 -0.0888
H -1.7040 -1.8018 0.2968
H -3.1967 1.5359 -0.1557
H 1.0532 2.1343 0.0175
```

=====

# 3
C5H7N3O | wB97M-V/def2-TZVPD

Calculated values
* SMILES: [H]/N=c1\[nH]c2c(o1)CCN2
* E_HOMO: -7.45 eV
* energy relative to the best compared isomer or geometry (same formula, charge and spin): 1.7189 eV
* frontier orbital gap: 8.125 eV
* E_LUMO: 0.02495 hartree

Structure (XYZ):
```
16
C5H7N3O | the Open Molecules 2025 dataset | wB97M-V/def2-TZVPD
H 3.8108 0.8168 -0.1216
N 3.4995 -0.1937 0.0222
C 2.2288 -0.1740 0.0125
N 1.3823 0.9643 0.0528
C 0.0978 0.5217 0.1078
C 0.0956 -0.7827 0.0903
O 1.4111 -1.2681 -0.0518
C -1.2733 -1.3018 -0.0466
C -2.0941 -0.0006 0.0422
N -1.1251 1.1348 -0.1761
H 1.7089 1.8286 -0.3842
H -1.5124 -2.0074 0.7671
H -1.4704 -1.7515 -1.0547
H -2.5631 0.1032 1.0609
H -2.8772 0.1208 -0.6963
H -1.3193 1.9896 0.3754
```

=====

# 4
C5H7N3O | wB97M-V/def2-TZVPD

Calculated values
* SMILES: CN(C=O)n1cccn1
* E_HOMO: -9.53 eV
* energy relative to the best compared isomer or geometry (same formula, charge and spin): 2.4926 eV
* frontier orbital gap: 10.429 eV
* E_LUMO: 0.03294 hartree

Structure (XYZ):
```
16
C5H7N3O | the Open Molecules 2025 dataset | wB97M-V/def2-TZVPD
C -1.7338 -0.7823 -1.0971
N -0.2360 -0.4874 -0.8857
C 0.4657 -0.4935 -1.9790
O 0.1332 -1.0562 -2.9454
N 0.1456 0.1362 0.2131
C 1.1434 -0.2918 1.0962
C 1.2853 0.5789 2.1117
C 0.3542 1.5979 1.8067
N -0.3208 1.3598 0.6874
H -2.1627 -0.4319 -0.1815
H -2.0190 -0.0416 -1.8583
H -1.9603 -1.8451 -1.2152
H 1.4268 0.1442 -2.0295
H 1.4104 -1.3520 1.0341
H 1.9485 0.4615 2.9081
H 0.1194 2.5034 2.3343
```

=====

# 5
C5H7N3O2 | wB97M-V/def2-TZVPD

Calculated values
* E_HOMO (spin up / spin down): -3.35 / -9.98 eV
* 2S+1: 3
* energy relative to the best compared isomer or geometry (same formula, charge and spin): 0.0000 eV
* frontier orbital gap (spin up / spin down): 3.919 / 8.902 eV
* E_LUMO (spin up / spin down): 0.02083 / -0.03952 hartree

Structure (XYZ):
```
17
C5H7N3O2 | the Open Molecules 2025 dataset | wB97M-V/def2-TZVPD
C 0.8408 0.1102 -1.4677
C 0.6977 -0.6699 -0.3569
C 0.4610 1.4631 0.1985
C -3.0068 -0.4296 0.0797
C 0.8099 -2.1348 -0.1444
N 0.7125 1.4300 -1.2064
N 0.4487 0.2111 0.6820
N 0.2145 2.6005 0.9244
O -3.4781 0.4278 -0.5086
O -2.5425 -1.2814 0.6877
H 1.0325 -0.2101 -2.4726
H 1.7158 -2.5145 -0.6155
H 0.8497 -2.3512 0.9226
H -0.0452 -2.6644 -0.5669
H 0.2122 -0.0494 1.6254
H 0.4122 3.4343 0.3883
H 0.6650 2.6284 1.8305
```

=====

# 6
C5H7N3O3 | wB97M-V/def2-TZVPD

Calculated values
* SMILES: CN1CN(C=O)C=C1[N+](=O)[O-]
* E_HOMO (spin up / spin down): -7.67 / -7.87 eV
* energy relative to the best compared isomer or geometry (same formula, charge and spin): 6.7377 eV
* frontier orbital gap (spin up / spin down): 6.682 / 7.144 eV
* E_LUMO (spin up / spin down): -0.03615 / -0.02684 hartree

Structure (XYZ):
```
18
C5H7N3O3 | the Open Molecules 2025 dataset | wB97M-V/def2-TZVPD
C -0.7109 1.6528 -1.2222
N -0.6775 0.6497 -0.1126
C 0.4519 0.7686 0.8350
N 1.0814 -0.5648 0.9002
C 2.1993 -0.6809 1.6822
O 2.8068 0.2959 2.0326
C 0.2621 -1.4581 0.4246
C -0.9595 -0.6268 -0.3637
N -1.8991 -1.1661 -1.2163
O -1.9044 -2.3798 -1.4275
O -2.7052 -0.2998 -1.5632
H -1.6268 1.5183 -1.6767
H -0.6303 2.6258 -0.6855
H 0.0085 1.5180 -2.0487
H 0.2563 1.1100 1.8622
H 1.2591 1.2986 0.2217
H 2.3976 -1.7275 1.7544
H 0.3907 -2.5339 0.6036
```

=====

# 7
C5H7N4 | wB97M-V/def2-TZVPD

Calculated values
* E_HOMO: -13.29 eV
* total charge: +1
* energy relative to the best compared isomer or geometry (same formula, charge and spin): 4.6701 eV
* frontier orbital gap: 8.355 eV
* E_LUMO: -0.18144 hartree

Structure (XYZ):
```
16
C5H7N4 | the Open Molecules 2025 dataset | wB97M-V/def2-TZVPD
C -1.2091 0.6398 -2.3627
C 0.0083 1.2476 -2.1107
C -1.5061 -0.0882 -1.2343
C 0.9463 -0.7971 1.4469
C -0.2320 -0.0869 0.9526
N 0.3659 1.0404 -0.8493
N -0.5220 0.2182 -0.3394
N -0.1906 -1.5072 1.4252
N 2.1921 -0.5965 1.7827
H -1.7577 0.7427 -3.2340
H 0.6948 1.9532 -2.7027
H -2.4676 -0.6279 -1.0547
H -0.9547 1.0176 2.2507
H -0.6233 -2.0952 2.1231
H 2.5847 0.2763 1.6375
H 2.6710 -1.3368 2.2687
```

=====

# 8
C5H7N6 | wB97M-V/def2-TZVPD

Calculated values
* SMILES: C[C@]1(c2nnc[nH]2)N=NC=[NH+]1
* E_HOMO: -13.96 eV
* total charge: +1
* energy relative to the best compared isomer or geometry (same formula, charge and spin): 3.9665 eV
* frontier orbital gap: 7.519 eV
* E_LUMO: -0.23685 hartree

Structure (XYZ):
```
18
C5H7N6 | the Open Molecules 2025 dataset | wB97M-V/def2-TZVPD
C -1.1334 1.0596 -0.9505
C 0.0233 0.5971 0.1876
C 0.0371 -0.8812 0.0317
N 1.0262 -1.5111 -0.5555
N 0.7863 -2.8385 -0.4540
C -0.3524 -2.9671 0.1334
N -0.9118 -1.7581 0.4238
N -0.4041 1.3566 1.3232
N 0.4180 2.2179 1.6241
C 1.4597 2.2093 0.7027
N 1.3341 1.1806 -0.0796
H -0.7211 1.0010 -2.0045
H -1.6056 2.0087 -0.5983
H -1.6738 0.1650 -0.8192
H -0.7666 -4.0655 0.2727
H -1.6932 -1.5186 1.0710
H 2.3124 2.8859 0.5537
H 1.8650 0.8584 -0.8623
```